(1)
This record from the OMol25 dataset describes a cluster of 8 separate species, C32H48O16 in total. The level of theory is ωB97M-V/def2-TZVPD.

Last column: Mulliken charge in e.
Positions of all 96 atoms, in Å:
O -0.189 -0.187 -2.712  -0.723
C -0.374 -0.061 -1.529  0.383
C -0.381 -1.233 -0.585  0.930
C -1.166 -0.652 0.594  -0.750
C -0.798 0.836 0.525  0.901
O -0.569 1.078 -0.883  -0.376
H -0.844 -2.106 -1.036  0.228
H 0.656 -1.437 -0.320  -0.780
H -2.237 -0.684 0.352  0.255
H -1.115 -1.180 1.543  0.384
H -1.532 1.524 0.929  0.231
H 0.123 0.892 1.112  -0.637
O -0.886 6.913 4.314  -0.588
C -1.262 6.036 3.587  0.417
C -1.163 4.553 3.876  -0.248
C -1.883 3.873 2.694  0.984
C -2.569 5.022 1.960  -0.558
O -2.020 6.253 2.501  -0.379
H -0.169 4.152 4.049  0.135
H -1.757 4.354 4.768  0.237
H -1.193 3.374 2.012  -0.726
H -2.493 3.081 3.119  0.177
H -2.306 5.031 0.906  0.309
H -3.642 5.043 2.136  0.252
O 0.202 1.562 5.250  -0.508
C 1.203 1.119 4.813  0.094
C 1.761 1.294 3.404  0.718
C 3.173 0.815 3.557  -0.674
C 3.152 -0.117 4.766  -0.501
O 1.983 0.205 5.507  -0.396
H 1.216 0.604 2.752  -0.616
H 1.668 2.290 2.986  0.650
H 3.602 0.262 2.720  0.223
H 3.829 1.688 3.639  0.338
H 3.123 -1.137 4.379  0.300
H 4.092 0.038 5.295  0.319
O 2.831 -2.313 0.904  -0.613
C 2.908 -2.510 -0.270  0.525
C 2.631 -3.859 -1.013  -0.454
C 3.095 -3.477 -2.446  -0.476
C 3.305 -1.964 -2.507  -0.143
O 3.229 -1.543 -1.140  -0.231
H 3.379 -4.629 -0.850  0.319
H 1.590 -4.147 -1.069  0.330
H 4.027 -3.923 -2.784  0.450
H 2.276 -3.659 -3.146  0.002
H 4.264 -1.732 -2.965  0.349
H 2.532 -1.476 -3.101  0.058
O -2.660 -4.490 -4.081  -0.588
C -3.141 -3.783 -3.245  0.654
C -4.255 -4.120 -2.238  -0.649
C -3.905 -3.057 -1.196  -0.392
C -3.583 -1.862 -2.086  -0.051
O -2.794 -2.498 -3.095  -0.325
H -5.235 -4.050 -2.704  0.297
H -4.025 -5.164 -2.029  0.296
H -4.722 -2.888 -0.489  0.465
H -3.060 -3.371 -0.583  0.227
H -4.413 -1.265 -2.463  0.342
H -2.936 -1.180 -1.536  -0.338
O -3.156 0.706 2.628  -0.607
C -2.775 -0.031 3.487  0.480
C -2.954 0.071 5.000  -0.290
C -2.414 -1.245 5.553  -0.609
C -1.655 -1.889 4.370  -0.512
O -2.106 -1.160 3.223  -0.282
H -2.279 0.876 5.291  0.109
H -4.015 0.203 5.194  0.438
H -1.698 -0.963 6.324  0.294
H -3.115 -1.974 5.951  0.297
H -0.579 -2.012 4.499  0.258
H -1.968 -2.910 4.140  0.361
O 2.558 1.365 0.448  -0.454
C 2.770 2.332 -0.239  0.324
C 1.792 3.292 -0.909  0.306
C 2.733 4.405 -1.377  -0.795
C 4.162 3.829 -1.325  -0.432
O 4.023 2.659 -0.505  -0.414
H 1.453 2.698 -1.758  0.142
H 1.066 3.606 -0.170  0.022
H 2.455 4.878 -2.316  0.387
H 2.661 5.193 -0.622  0.287
H 4.503 3.538 -2.319  0.257
H 4.916 4.465 -0.871  0.320
O 2.628 -1.700 -7.832  -0.607
C 1.602 -1.787 -7.219  0.354
C 0.283 -1.309 -7.716  -0.227
C -0.709 -1.923 -6.687  -0.733
C 0.174 -2.257 -5.485  0.266
O 1.526 -2.317 -5.972  -0.338
H 0.182 -0.229 -7.686  0.293
H 0.087 -1.799 -8.665  0.250
H -1.546 -1.269 -6.448  0.322
H -1.157 -2.834 -7.085  0.282
H 0.127 -1.460 -4.741  -0.111
H -0.150 -3.182 -5.012  0.300

## Properties
lowest unoccupied orbital energy: 0.32 eV
gap between HOMO and LUMO: 0.3766 Eh
E_HOMO: -9.92 eV

(2)
This record from the OMol25 dataset describes a structure of composition C32H28N7O4SSr. The level of theory is ωB97M-V/def2-TZVPD.

Last column: Mulliken charge in e.
Positions of all 73 atoms, in Å:
Sr -0.028 -0.477 -0.048  1.777
O -0.220 -0.445 -2.441  -0.347
C -0.319 0.330 -3.459  -0.015
C -0.128 -0.186 -4.772  -0.600
C -0.235 0.601 -5.895  -0.389
C -0.549 1.958 -5.793  -0.696
C -0.741 2.488 -4.531  -0.684
C -0.628 1.725 -3.365  0.901
C -0.809 2.439 -2.108  -1.000
N -0.632 1.965 -0.935  0.321
N -0.843 2.903 0.085  -0.759
C -0.245 2.548 1.193  0.101
O 0.487 1.527 1.404  -0.781
C -0.479 3.478 2.359  0.460
C -1.316 4.588 2.276  -0.266
C -1.521 5.396 3.383  -0.563
C -0.893 5.108 4.589  -0.369
C -0.057 4.005 4.679  -0.639
C 0.148 3.195 3.569  -0.327
H 0.096 -1.245 -4.847  0.367
H -0.081 0.158 -6.874  0.359
H -0.639 2.578 -6.675  0.361
H -0.983 3.541 -4.423  0.291
H -1.090 3.493 -2.189  0.197
H -1.799 4.794 1.330  0.441
H -2.177 6.255 3.307  0.367
H -1.057 5.742 5.453  0.365
H 0.437 3.773 5.616  0.397
H 0.789 2.325 3.615  0.355
N 1.616 -2.174 3.373  -0.113
C 2.505 -2.099 2.319  0.500
C 3.595 -2.990 2.322  -0.838
C 4.543 -2.879 1.334  -0.387
C 4.403 -1.893 0.359  -0.914
C 3.280 -1.099 0.425  -0.431
N 2.335 -1.193 1.365  0.156
C 0.512 -1.349 3.652  0.496
C 0.322 -0.925 4.969  -1.024
C -0.801 -0.175 5.258  -0.400
C -1.686 0.134 4.236  -1.184
C -1.402 -0.329 2.965  0.007
N -0.328 -1.065 2.673  0.466
H 1.954 -2.696 4.163  0.285
H 3.677 -3.747 3.093  0.368
H 5.389 -3.555 1.318  0.392
H 5.126 -1.767 -0.433  0.445
H 3.113 -0.333 -0.328  0.584
H 1.053 -1.166 5.730  0.400
H -0.974 0.178 6.266  0.411
H -2.569 0.732 4.409  0.425
H -2.083 -0.130 2.145  0.487
C -4.503 -2.538 1.132  -0.762
O -3.476 -1.646 0.707  -0.198
C -2.212 -2.230 0.429  0.036
O -2.159 -3.443 0.592  -0.644
H -5.367 -1.916 1.363  0.220
H -4.193 -3.104 2.014  0.270
H -4.755 -3.256 0.347  0.254
N -0.086 -6.846 -3.511  -0.353
C 1.124 -6.270 -3.506  -0.086
S 2.420 -6.870 -4.319  -0.373
C 1.189 -5.025 -2.680  0.923
C 0.538 -4.958 -1.457  -1.115
C 0.591 -3.770 -0.741  -0.420
N 1.225 -2.693 -1.193  0.600
C 1.832 -2.754 -2.375  -0.718
C 1.867 -3.903 -3.145  -0.761
H -0.217 -7.688 -4.046  0.207
H -0.880 -6.393 -3.089  0.233
H -0.002 -5.801 -1.048  0.470
H 0.037 -3.677 0.186  0.553
H 2.282 -1.835 -2.731  0.465
H 2.375 -3.923 -4.098  0.440

## Properties
lowest unoccupied orbital energy: 1.89 eV
gap between HOMO and LUMO: 0.2178 Eh
E_HOMO: -4.04 eV
net charge: -1

(3)
This record from the OMol25 dataset describes a cluster of 3 separate species, C8H17NO in total. The level of theory is ωB97M-V/def2-TZVPD.

Last column: natural (NBO) charge in e.
Positions of all 27 atoms, in Å:
C 1.346 -0.083 -0.035  0.079
C -0.665 0.297 -0.331  -0.239
C -3.236 -1.115 0.082  -0.240
C 1.752 -0.104 -1.501  -0.646
C 2.079 1.002 0.725  -0.669
C 1.498 -1.457 0.588  -0.668
C -0.820 1.648 -0.987  -0.624
C -0.779 0.201 1.036  0.690
O -2.721 0.121 0.451  -0.804
N -0.565 0.313 2.232  -0.633
H -0.854 -0.608 -0.894  0.260
H -1.406 0.271 2.809  0.430
H -3.774 -1.592 0.922  0.147
H -3.960 -1.020 -0.745  0.158
H -2.469 -1.854 -0.244  0.115
H 2.816 -0.367 -1.581  0.208
H 1.194 -0.849 -2.074  0.209
H 1.631 0.868 -1.981  0.212
H 1.916 1.991 0.287  0.212
H 1.820 1.030 1.784  0.230
H 3.161 0.818 0.687  0.218
H 0.838 -2.189 0.112  0.213
H 1.304 -1.452 1.661  0.224
H 2.526 -1.819 0.454  0.220
H -0.195 2.405 -0.510  0.216
H -1.862 1.955 -0.902  0.263
H -0.576 1.590 -2.047  0.221

## Properties
lowest unoccupied orbital energy (spin up / spin down): 0.72 / 0.72 eV
gap between HOMO and LUMO (spin up / spin down): 0.3025 / 0.3025 Eh
E_HOMO (spin up / spin down): -7.51 / -7.51 eV

(4)
This record from the OMol25 dataset describes an isolated molecule of C17H14ClN3O2S. The level of theory is ωB97M-V/def2-TZVPD.

Last column: natural (NBO) charge in e.
Positions of all 38 atoms, in Å:
Cl 3.418 -0.556 7.648  0.011
C 2.535 -0.610 6.166  -0.024
C 3.218 -0.644 4.958  -0.248
C 2.505 -0.681 3.778  -0.111
C 1.108 -0.685 3.781  -0.094
C 0.389 -0.737 2.510  0.174
N 1.033 -1.161 1.488  -0.205
N 0.471 -1.229 0.273  -0.432
C -0.515 -0.437 -0.256  0.299
N -0.707 -0.461 -1.499  -0.500
C -1.697 0.359 -2.132  -0.255
C -1.500 0.401 -3.626  -0.030
C -0.723 -0.548 -4.268  -0.210
C -0.540 -0.538 -5.649  -0.250
C -1.172 0.454 -6.356  0.209
C -1.961 1.411 -5.717  0.303
C -2.139 1.408 -4.357  -0.286
O -2.471 2.277 -6.650  -0.494
C -1.979 1.836 -7.896  0.238
O -1.168 0.697 -7.707  -0.480
S -1.392 0.611 0.908  0.210
C -1.054 -0.331 2.440  -0.579
C 0.442 -0.659 5.007  -0.191
C 1.149 -0.622 6.193  -0.233
H 4.296 -0.637 4.949  0.229
H 3.018 -0.707 2.831  0.229
H 1.077 -1.651 -0.421  0.406
H -2.694 -0.055 -1.918  0.207
H -1.684 1.381 -1.729  0.192
H -0.246 -1.307 -3.671  0.233
H 0.069 -1.275 -6.144  0.225
H -2.748 2.155 -3.874  0.221
H -1.385 2.638 -8.363  0.155
H -2.824 1.581 -8.557  0.155
H -1.705 -1.210 2.432  0.238
H -1.343 0.335 3.249  0.247
H -0.636 -0.691 5.047  0.213
H 0.629 -0.606 7.138  0.229

## Properties
lowest unoccupied orbital energy: 0.20 eV
gap between HOMO and LUMO: 0.2973 Eh
E_HOMO: -7.89 eV

(5)
This record from the OMol25 dataset describes a structure of composition C17H24F5FeO2Te. The level of theory is ωB97M-V/def2-TZVPD.

Last column: natural (NBO) charge in e.
Positions of all 50 atoms, in Å:
Fe -0.850 1.008 0.473  1.494
C -2.025 3.154 3.053  -0.731
C -0.794 3.482 2.277  0.689
C -0.231 4.860 2.390  -0.722
O -0.240 2.659 1.556  -0.668
H -1.844 3.355 4.111  0.247
H -2.318 2.118 2.911  0.248
H -2.839 3.807 2.730  0.262
H -0.156 5.161 3.434  0.241
H -0.929 5.546 1.904  0.259
H 0.736 4.918 1.898  0.248
F -3.669 1.873 0.642  -0.368
C -2.688 1.710 -0.322  0.166
F -3.197 0.802 -1.218  -0.352
C -2.669 3.039 -1.081  0.897
F -1.788 2.998 -2.088  -0.318
F -3.855 3.391 -1.581  -0.310
F -2.280 4.035 -0.244  -0.347
C 2.972 -4.684 -1.174  -0.626
C 1.991 -3.817 -0.434  -0.005
C 0.624 -4.000 -0.564  -0.249
C -0.296 -3.206 0.120  0.061
C -1.764 -3.458 -0.086  -0.656
C 0.179 -2.193 0.957  -0.262
Te -1.220 -0.985 2.018  -0.123
C 1.557 -1.991 1.113  -0.022
C 2.123 -0.910 1.989  -0.636
C 2.436 -2.808 0.412  -0.227
H 2.462 -5.359 -1.860  0.214
H 3.559 -5.289 -0.481  0.219
H 3.672 -4.079 -1.752  0.217
H 0.253 -4.779 -1.222  0.203
H -1.915 -4.276 -0.790  0.213
H -2.271 -2.572 -0.473  0.229
H -2.258 -3.717 0.853  0.225
H 1.856 0.076 1.605  0.222
H 3.210 -0.981 2.024  0.212
H 1.738 -0.974 3.008  0.223
H 3.503 -2.650 0.529  0.203
C 1.612 1.446 -2.585  -0.619
C 1.014 0.237 -1.886  0.101
C -0.040 -0.457 -2.735  -0.626
O 0.451 0.635 -0.662  -0.859
H 2.112 1.141 -3.505  0.208
H 2.341 1.936 -1.939  0.211
H 0.830 2.166 -2.835  0.209
H 1.816 -0.476 -1.655  0.171
H -0.850 0.237 -2.971  0.210
H -0.452 -1.309 -2.195  0.216
H 0.394 -0.818 -3.669  0.209

## Properties
spin multiplicity: 6
lowest unoccupied orbital energy (spin up / spin down): 0.12 / -1.07 eV
gap between HOMO and LUMO (spin up / spin down): 0.2911 / 0.2513 Eh
⟨S²⟩: 8.77
E_HOMO (spin up / spin down): -7.80 / -7.90 eV

(6)
This record from the OMol25 dataset describes a cluster of 3 separate species, C3H11NO2 in total. The level of theory is ωB97M-V/def2-TZVPD.

Last column: natural (NBO) charge in e.
Positions of all 17 atoms, in Å:
C 1.718 -0.666 0.490  -0.512
C 0.412 -0.618 0.740  0.200
C -0.459 -1.722 1.277  -0.658
N -0.298 0.640 0.766  -0.849
H 2.241 0.269 0.315  0.202
H 2.341 -1.529 0.301  0.210
H -1.460 -1.580 0.877  0.227
H 0.046 -2.657 1.055  0.231
H -0.411 -1.531 2.353  0.221
H -0.918 0.577 1.574  0.354
H 0.156 1.506 1.050  0.384
O -2.303 1.101 -1.605  -0.963
H -1.577 0.829 -1.024  0.490
H -2.585 1.941 -1.263  0.463
O 1.224 1.484 -2.114  -0.936
H 0.603 1.405 -2.872  0.470
H 1.269 0.550 -1.919  0.466

## Properties
lowest unoccupied orbital energy: 0.75 eV
gap between HOMO and LUMO: 0.3596 Eh
E_HOMO: -9.04 eV

Asked for strongest force on any atom across the records above, the calculation gives 0.0630 0.0068 0.0971 0.0245 0.0047 0.0297 hartree/bohr in order.
Asked for electronic energy across the records above, the calculation gives -66722.8185 -63934.7932 -12104.8097 -49777.8086 -77381.4019 -8873.7496 eV in order.
Asked for relative energy (zero: lowest compared OMol25 entry of this formula, charge and spin) across the records above, the calculation gives 144.08 77.68 536.48 72.04 0.00 71.38 kJ/mol in order.